DFT (ωB97M-V with the def2-TZVPD basis set) results for a molecular structure, C20H16N5PdSe.

Last column: Mulliken charge in e.
Element x y z (Å)
Pd 0.19 -0.24 -0.24  1.147
N -3.85 -0.80 1.12  0.057
C -2.75 -0.27 0.53  -0.378
N -1.60 -0.81 0.58  -0.105
C -1.42 -2.04 1.30  -0.366
N -0.21 -2.56 1.33  -1.216
N 0.68 -1.89 0.68  0.318
C 2.02 -2.26 0.58  -1.146
C 2.78 -1.41 -0.16  0.921
C 4.20 -1.55 -0.42  -1.192
C 4.86 -0.67 -1.19  0.076
C 4.16 0.44 -1.78  -1.089
C 2.83 0.56 -1.51  -0.186
N 2.13 -0.29 -0.72  -0.325
C -2.55 -2.63 1.96  0.934
C -2.50 -3.82 2.71  -0.400
C -3.63 -4.33 3.32  -0.645
C -4.85 -3.68 3.22  -0.474
C -4.93 -2.50 2.48  -0.706
C -3.80 -1.99 1.87  0.137
H -4.73 -0.30 1.04  0.230
H -2.88 0.66 -0.01  0.218
H 2.37 -3.16 1.07  0.406
H 4.71 -2.40 0.02  0.304
H 5.92 -0.80 -1.38  0.380
H 4.65 1.16 -2.42  0.377
H 2.24 1.35 -1.94  0.661
H -1.54 -4.32 2.79  0.441
H -3.55 -5.25 3.89  0.373
H -5.73 -4.08 3.70  0.376
H -5.87 -1.97 2.38  0.323
Se -0.84 1.83 -1.21  -0.165
C 0.32 3.25 -1.71  -0.090
C 1.50 3.57 -1.03  -0.113
C 2.27 4.66 -1.41  -0.499
C 1.88 5.47 -2.47  -0.449
C 0.70 5.17 -3.14  -0.437
C -0.07 4.08 -2.77  -0.476
H 1.80 2.97 -0.18  0.402
H 3.18 4.87 -0.87  0.363
H 2.48 6.32 -2.76  0.356
H 0.38 5.79 -3.97  0.330
H -0.98 3.85 -3.30  0.326

Total charge   -1
Max |F|   0.0060 hartree/bohr
LUMO level   0.0984 hartree
Relative energy (zero: lowest compared OMol25 entry of this formula, charge and spin)   3.2 kcal per mole

DFT (ωB97M-V with the def2-TZVPD basis set) results for 2 unconnected molecules or ions with the total composition C2H2BrNO2 at a distorted geometry.

Last column: Mulliken charge in e.
Element x y z (Å)
C 0.03 -0.18 -0.02  -0.128
C 1.29 -0.46 0.07  -0.323
N 3.70 1.70 0.06  0.630
O 3.89 2.89 -0.10  -0.401
O 4.51 0.80 0.09  -0.319
Br 2.83 -1.41 -0.02  0.017
H -0.61 -1.05 0.02  0.274
H -0.11 0.90 -0.01  0.251

Total charge   0
Max |F|   0.0540 hartree/bohr
LUMO level (spin up / spin down)   -0.0032 / -0.0785 hartree
Relative energy (zero: lowest compared OMol25 entry of this formula, charge and spin)   156.2 kcal per mole

DFT (ωB97M-V with the def2-TZVPD basis set) results for 2 unconnected molecules or ions with the total composition C2H4ClNO4S at a distorted geometry.

Last column: Mulliken charge in e.
Element x y z (Å)
C -0.03 -0.07 -0.20  -0.216
C -0.95 -1.10 0.48  -0.430
N -0.53 -2.31 0.50  0.743
O 0.86 -2.63 0.02  -0.480
O -1.04 -3.34 0.84  -0.640
O 1.39 -0.30 0.03  -0.379
O 2.68 -1.88 -1.68  -0.384
S 2.39 -1.70 -0.31  0.747
Cl 3.85 1.46 1.08  -0.261
H -0.23 0.03 -1.37  0.222
H -0.29 0.97 0.12  0.283
H 4.81 1.19 1.97  0.256
H -1.91 -0.96 0.70  0.541

Total charge   0
Max |F|   0.1174 hartree/bohr
LUMO level   -0.0203 hartree

DFT (ωB97M-V with the def2-TZVPD basis set) results for a molecular structure, C29H23B2CsF9N7O5 at a distorted geometry.

Last column: Mulliken charge in e.
Element x y z (Å)
Cs -0.54 0.22 -0.16  1.607
C 3.51 -1.42 3.46  -1.677
C 2.79 -0.86 2.27  0.459
N 1.90 -1.51 1.66  0.496
O 1.30 -2.61 1.95  -0.404
B 1.14 -3.70 0.81  0.957
F 2.27 -4.49 0.87  -0.293
F -0.01 -4.37 1.13  -0.308
O 0.99 -2.99 -0.45  -0.465
N 1.87 -1.96 -0.57  0.158
C 2.50 -1.82 -1.67  0.254
C 2.47 -2.79 -2.81  -1.746
C 3.29 -0.57 -1.75  0.224
N 2.72 0.41 -1.15  0.319
O 3.44 1.54 -1.10  -0.366
B 2.63 2.65 -0.50  0.327
F 1.54 2.93 -1.33  -0.054
F 3.49 3.74 -0.39  -0.327
O 2.12 2.35 0.87  -0.358
N 1.98 1.10 1.37  -0.151
C 3.04 0.51 1.77  0.572
C 4.44 1.05 1.77  -1.607
C 4.61 -0.49 -2.44  -1.513
H 3.16 -2.43 3.68  0.406
H 3.35 -0.77 4.33  0.375
H 4.58 -1.46 3.26  0.369
H 1.64 -3.48 -2.70  0.400
H 3.40 -3.37 -2.81  0.411
H 2.41 -2.27 -3.76  0.399
H 4.44 2.09 1.43  0.297
H 5.06 0.46 1.09  0.278
H 4.87 1.00 2.77  0.514
H 5.04 -1.48 -2.59  0.444
H 5.30 0.11 -1.85  0.387
H 4.52 0.00 -3.41  0.226
C 1.08 1.91 -4.60  -0.590
C 0.50 3.16 -4.73  -0.593
C -0.65 3.44 -4.01  -0.801
C -1.18 2.46 -3.18  0.731
N -0.62 1.25 -3.06  -0.280
C 0.49 0.99 -3.75  -0.131
C -2.37 2.77 -2.34  0.013
C -3.41 3.56 -2.82  -0.744
C -4.45 3.88 -1.96  -0.688
C -4.43 3.40 -0.66  -0.744
C -3.37 2.60 -0.26  0.114
N -2.38 2.30 -1.09  0.288
C -3.28 2.08 1.15  0.626
C -4.42 1.67 1.84  -0.810
C -4.27 1.21 3.14  -0.537
C -3.01 1.16 3.71  -0.653
C -1.93 1.58 2.93  -0.144
N -2.06 2.03 1.69  -0.330
H 1.99 1.66 -5.12  0.393
H 0.94 3.91 -5.37  0.411
H -1.11 4.42 -4.06  0.449
H 0.92 0.01 -3.61  0.488
H -3.41 3.92 -3.84  0.510
H -5.27 4.50 -2.30  0.422
H -5.22 3.67 0.04  0.472
H -5.39 1.71 1.37  0.444
H -5.14 0.88 3.70  0.443
H -2.85 0.81 4.71  0.448
H -0.92 1.56 3.31  0.442
F -4.52 -5.77 2.82  -0.280
C -3.78 -4.73 2.50  0.602
C -3.66 -4.36 1.15  0.150
F -4.29 -5.07 0.23  -0.290
C -2.89 -3.28 0.83  0.514
F -2.73 -2.90 -0.42  -0.269
C -2.19 -2.51 1.84  -0.407
O -1.48 -1.56 1.50  -0.291
C -2.36 -2.94 3.21  0.303
F -1.74 -2.26 4.15  -0.333
C -3.13 -4.02 3.52  0.335
F -3.29 -4.42 4.78  -0.294

Total charge   0
Max |F|   0.0302 hartree/bohr
LUMO level (spin up / spin down)   -0.1016 / -0.0523 hartree
Relative energy (zero: lowest compared OMol25 entry of this formula, charge and spin)   20.8 kcal per mole

DFT (ωB97M-V with the def2-TZVPD basis set) results for 2 unconnected molecules or ions with the total composition C4H13N4O at a distorted geometry.

Last column: Mulliken charge in e.
Element x y z (Å)
C 2.32 3.65 0.93  -1.003
C 1.02 1.53 0.95  0.575
N 0.92 0.23 1.47  -0.487
N 1.90 2.46 1.53  -0.165
N 0.32 1.89 -0.07  -0.312
H 1.46 -0.04 2.51  0.306
H 0.10 -0.47 1.24  0.245
H 1.93 2.37 2.57  0.289
H 0.40 2.83 -0.51  0.261
H -0.24 1.14 -0.61  0.258
H 2.88 3.39 -0.05  0.343
H 2.88 4.33 1.51  0.319
H 1.60 4.42 0.70  0.367
C -2.89 -2.83 -0.85  -0.875
C -1.44 -2.80 -1.22  0.649
O -0.61 -2.04 -0.71  -0.639
N -1.00 -3.77 -2.09  -0.421
H -3.45 -3.78 -1.10  0.288
H -3.39 -1.91 -1.37  0.249
H 0.02 -3.83 -2.30  0.250
H -1.66 -4.32 -2.73  0.224
H -3.06 -2.44 0.18  0.277

Total charge   +1
Max |F|   0.0983 hartree/bohr
LUMO level   -0.1046 hartree
Relative energy (zero: lowest compared OMol25 entry of this formula, charge and spin)   58.9 kcal per mole

DFT (ωB97M-V with the def2-TZVPD basis set) results for 2 unconnected molecules or ions with the total composition C3H7NO at a distorted geometry.

Last column: Mulliken charge in e.
Element x y z (Å)
O 1.95 2.19 -1.10  -0.369
C 1.30 1.74 -2.01  -0.085
H 1.88 1.45 -2.90  0.269
H 0.20 1.63 -1.95  0.189
C -0.04 -1.63 1.26  -0.685
C -1.50 0.05 0.53  -0.148
N -0.81 -1.01 0.21  0.132
H -0.74 -1.90 2.07  0.354
H 0.79 -0.95 1.53  0.370
H 0.54 -2.56 1.02  0.308
H -2.23 0.42 -0.20  0.336
H -1.34 0.56 1.52  0.329

Total charge   +1
Max |F|   0.1005 hartree/bohr
LUMO level (spin up / spin down)   -0.2236 / -0.3520 hartree
Spin multiplicity   2
Relative energy (zero: lowest compared OMol25 entry of this formula, charge and spin)   66.7 kcal per mole

DFT (ωB97M-V with the def2-TZVPD basis set) results for 3 unconnected molecules or ions with the total composition C3H12N2O3 at a distorted geometry.

Last column: Mulliken charge in e.
Element x y z (Å)
N 0.01 1.97 0.74  -0.514
C 0.44 1.58 -0.59  -0.465
C 1.47 0.41 -0.54  -0.433
C 1.18 -0.43 -1.77  0.354
N 0.23 -1.42 -1.63  -0.331
O 1.84 -0.38 -2.79  -0.619
H -0.93 1.92 1.09  0.258
H 0.72 2.05 1.43  0.183
H -0.45 1.11 -1.02  0.303
H 0.72 2.46 -1.16  0.276
H 1.42 -0.14 0.40  0.351
H 2.49 0.77 -0.68  0.252
H 0.21 -1.96 -2.47  0.201
H -0.56 -1.55 -1.03  0.243
O -1.14 -0.17 2.37  -0.707
H -0.64 -0.16 1.54  0.388
H -0.53 -0.19 3.11  0.293
O -2.31 -1.85 0.66  -0.684
H -1.81 -2.65 0.86  0.315
H -2.37 -1.37 1.50  0.335

SMILES   NCCC(N)=O.O.O
Total charge   0
Max |F|   0.0433 hartree/bohr
LUMO level   0.0151 hartree
Relative energy (zero: lowest compared OMol25 entry of this formula, charge and spin)   23.7 kcal per mole

DFT (ωB97M-V with the def2-TZVPD basis set) results for a molecular structure, C8H15ClNO3P at a distorted geometry.

Last column: Mulliken charge in e.
Element x y z (Å)
C 0.61 -0.58 -0.06  -0.088
C 1.70 -1.18 -0.90  2.138
C 1.69 -0.81 -2.39  -1.602
C 1.70 -2.77 -0.73  -1.575
C -3.39 1.62 0.96  -1.346
C -1.01 2.44 0.46  -1.772
C -1.63 0.01 0.33  -0.800
C -2.10 1.40 0.07  0.852
N 0.85 -0.22 1.16  -0.381
O 3.11 0.84 2.30  -0.570
O 2.89 -0.74 -0.43  -0.780
O -0.59 -0.37 -0.57  -0.289
P 2.41 -0.27 1.68  0.821
Cl 2.53 -1.98 2.63  -0.162
H 2.81 -0.96 -2.76  0.356
H 1.59 0.34 -2.46  0.328
H 1.05 -1.32 -3.01  0.378
H 1.47 -2.94 0.26  0.398
H 2.68 -2.99 -0.86  0.436
H 0.98 -3.26 -1.47  0.319
H -3.28 1.04 1.89  0.344
H -4.37 1.34 0.41  0.284
H -3.47 2.63 1.23  0.403
H -0.72 2.33 1.47  0.390
H -1.36 3.41 0.46  0.509
H -0.26 2.27 -0.19  0.477
H -1.15 -0.11 1.38  0.387
H -2.31 -0.87 0.19  0.344
H -2.43 1.70 -1.04  0.201

Total charge   0
Max |F|   0.1034 hartree/bohr
LUMO level   0.0020 hartree
Relative energy (zero: lowest compared OMol25 entry of this formula, charge and spin)   0.0 kcal per mole

DFT (ωB97M-V with the def2-TZVPD basis set) results for a single C14H14O3 molecule at a distorted geometry.

Last column: Mulliken charge in e.
Element x y z (Å)
C -3.03 -0.36 3.69  -1.442
C -2.38 0.74 3.17  0.928
C -2.69 2.07 3.75  -1.151
C -1.53 0.54 2.00  0.666
C -0.84 1.54 1.36  -0.952
C -0.07 0.92 0.30  1.145
C 0.83 1.37 -0.63  -1.040
C 1.36 0.44 -1.55  0.265
C 2.34 0.99 -2.59  0.572
C 3.44 0.20 -3.26  -0.996
O 2.40 2.17 -2.79  -0.584
C 0.96 -0.93 -1.55  0.866
O 1.34 -1.77 -2.59  -0.381
C 1.01 -3.17 -2.53  -0.844
C 0.02 -1.32 -0.56  -0.789
C -0.44 -0.41 0.37  -0.373
O -1.28 -0.67 1.42  -0.486
H -3.78 -0.24 4.45  0.298
H -2.88 -1.38 3.32  0.262
H -3.09 2.74 2.99  0.328
H -3.53 1.92 4.46  0.399
H -1.84 2.51 4.30  0.278
H -0.87 2.67 1.57  0.306
H 1.08 2.40 -0.66  0.526
H 3.86 -0.58 -2.57  0.274
H 3.03 -0.27 -4.21  0.215
H 4.27 0.88 -3.52  0.374
H -0.08 -3.33 -2.58  0.306
H 1.43 -3.72 -3.40  0.246
H 1.36 -3.60 -1.60  0.364
H -0.36 -2.34 -0.55  0.422

SMILES   C=C(C)c1cc2cc(C(C)=O)c(OC)cc2o1
Total charge   0
Max |F|   0.0776 hartree/bohr
LUMO level   0.0142 hartree
Relative energy (zero: lowest compared OMol25 entry of this formula, charge and spin)   40.9 kcal per mole

DFT (ωB97M-V with the def2-TZVPD basis set) results for a single C5H13N molecule at a distorted geometry.

Last column: Mulliken charge in e.
Element x y z (Å)
C 1.51 -0.15 1.54  -1.280
C 0.00 -0.28 1.27  -0.358
N -0.39 0.44 0.06  0.019
C -1.69 1.10 0.24  -1.179
C -0.53 -0.44 -1.12  -0.475
C 0.79 -0.48 -1.92  -1.255
H 1.76 -0.06 2.59  0.361
H 2.19 -0.84 1.04  0.278
H 1.78 0.79 1.10  0.378
H -0.47 0.23 2.11  0.360
H -0.33 -1.32 1.37  0.294
H -1.64 1.61 1.21  0.413
H -2.57 0.47 0.15  0.356
H -1.78 1.84 -0.56  0.344
H -1.34 -0.09 -1.74  0.519
H -0.63 -1.50 -0.87  0.235
H 0.59 -0.60 -2.99  0.384
H 1.48 -1.21 -1.53  0.280
H 1.27 0.50 -1.96  0.326

SMILES   CCN(C)CC
Total charge   0
Max |F|   0.0462 hartree/bohr
LUMO level   0.0455 hartree
Relative energy (zero: lowest compared OMol25 entry of this formula, charge and spin)   28.5 kcal per mole

DFT (ωB97M-V with the def2-TZVPD basis set) results for 8 unconnected molecules or ions with the total composition C28H60O8 at a distorted geometry.

Last column: Mulliken charge in e.
Element x y z (Å)
C -4.02 -3.63 -1.43  -0.609
C -4.83 -2.61 -2.23  -0.569
C -4.97 -1.35 -1.33  -0.433
O -4.08 -1.58 -0.26  -0.536
C -3.23 -2.71 -0.51  -0.070
H -3.41 -4.26 -2.08  0.353
H -4.75 -4.16 -0.81  0.293
H -5.83 -2.99 -2.46  0.389
H -4.26 -2.29 -3.10  0.145
H -6.03 -1.40 -1.06  0.393
H -4.82 -0.48 -1.98  0.219
H -3.02 -3.15 0.46  0.395
H -2.25 -2.49 -0.94  -0.073
C -4.49 -1.31 4.08  -0.167
C -3.19 -0.78 4.67  0.135
C -3.62 -0.03 5.94  -0.574
O -5.04 0.01 5.90  -0.434
C -5.49 -0.26 4.58  -0.533
H -4.81 -2.29 4.43  0.302
H -4.52 -1.34 2.99  -0.059
H -2.73 -0.10 3.94  -0.090
H -2.48 -1.58 4.87  0.202
H -3.25 1.00 5.91  0.290
H -3.22 -0.49 6.84  0.311
H -5.51 0.67 4.00  0.261
H -6.52 -0.61 4.63  0.348
C 4.26 -1.33 -2.42  -0.122
C 3.61 -2.60 -2.98  -0.843
C 2.41 -2.05 -3.77  -0.463
O 2.06 -0.86 -3.09  -0.249
C 3.22 -0.19 -2.62  0.086
H 5.19 -1.10 -2.94  0.397
H 4.48 -1.43 -1.36  -0.064
H 3.33 -3.25 -2.15  0.305
H 4.29 -3.15 -3.63  0.309
H 1.53 -2.70 -3.70  0.328
H 2.62 -1.98 -4.84  0.337
H 3.05 0.42 -1.73  -0.421
H 3.54 0.50 -3.41  0.311
C 6.23 0.63 0.94  -0.450
C 5.26 1.79 0.69  -0.650
C 3.98 1.39 1.41  0.415
O 4.33 0.49 2.44  -0.374
C 5.50 -0.20 2.02  -0.601
H 7.14 1.04 1.36  0.292
H 6.32 0.05 0.02  0.179
H 5.05 1.98 -0.37  0.313
H 5.65 2.76 1.02  0.338
H 3.36 0.84 0.68  -0.404
H 3.45 2.29 1.73  0.282
H 5.34 -1.20 1.60  0.281
H 6.13 -0.31 2.90  0.357
C -0.78 1.36 -5.43  -0.625
C -1.61 1.08 -4.18  -0.245
C -1.36 -0.41 -3.97  1.435
O -1.27 -0.95 -5.28  -0.536
C -0.77 0.01 -6.20  -0.444
H 0.23 1.55 -5.05  0.172
H -1.09 2.18 -6.07  0.407
H -2.65 1.33 -4.36  0.405
H -1.19 1.64 -3.35  0.071
H -2.11 -0.84 -3.30  -0.670
H -0.40 -0.64 -3.50  -0.433
H -1.32 -0.03 -7.13  0.330
H 0.30 -0.20 -6.35  0.195
C 1.20 3.57 -0.12  0.403
C 0.37 3.27 1.09  0.346
C 0.45 4.56 1.93  -0.659
O 1.75 5.05 1.64  -0.443
C 2.12 4.72 0.33  -0.509
H 0.65 3.88 -1.01  0.320
H 1.80 2.69 -0.37  -0.552
H 0.70 2.41 1.68  -0.282
H -0.66 3.01 0.85  0.289
H 0.36 4.41 3.00  0.343
H -0.38 5.22 1.64  0.299
H 3.16 4.40 0.27  0.248
H 2.02 5.59 -0.33  0.339
C 0.01 -0.12 -0.32  0.443
C -1.45 0.31 -0.31  0.442
O -2.03 -0.15 0.89  -0.432
H 0.03 -1.21 -0.37  0.351
H 0.52 0.09 0.63  -0.745
H 0.56 0.42 -1.09  -0.089
H -1.98 -0.14 -1.16  -0.425
H -1.55 1.38 -0.53  0.070
H -2.82 -0.68 0.68  0.412
C 0.69 -1.99 3.87  -1.271
C 1.40 -0.71 3.41  0.341
O 0.63 0.45 3.70  -0.536
H 0.24 -1.91 4.86  0.258
H 1.46 -2.77 3.87  0.445
H -0.04 -2.42 3.17  0.253
H 1.61 -0.77 2.34  -0.110
H 2.31 -0.71 4.00  0.375
H -0.11 0.47 3.08  0.233

SMILES   C1CCOC1.C1CCOC1.C1CCOC1.C1CCOC1.C1CCOC1.C1CCOC1.CCO.CCO
Total charge   0
Max |F|   0.0522 hartree/bohr
LUMO level   0.0204 hartree
Relative energy (zero: lowest compared OMol25 entry of this formula, charge and spin)   18.5 kcal per mole

DFT (ωB97M-V with the def2-TZVPD basis set) results for a gas-phase ion, C11H14N (charge +1) at a distorted geometry.

Last column: Mulliken charge in e.
Element x y z (Å)
C 0.00 1.71 -1.47  -2.093
C 0.36 0.48 -0.73  2.227
C -0.60 0.26 0.37  0.046
C -0.57 -1.03 0.99  -0.100
C -1.33 -1.35 2.07  -0.706
C -2.05 -0.41 2.70  -0.337
C -2.00 0.94 2.20  -1.001
C -1.36 1.22 1.04  -0.199
C 1.77 0.55 -0.20  -0.927
C 2.50 -0.42 -0.69  -0.390
C 1.67 -1.31 -1.63  -0.792
N 0.38 -0.69 -1.67  -0.229
H 0.26 1.63 -2.48  0.474
H 0.58 2.56 -1.06  0.441
H -0.92 2.00 -1.33  0.507
H 0.15 -1.73 0.51  0.117
H -1.28 -2.45 2.40  0.292
H -2.71 -0.70 3.51  0.412
H -2.74 1.53 2.55  0.417
H -1.17 2.24 0.57  0.245
H 2.27 1.30 0.41  0.457
H 3.48 -0.71 -0.32  0.440
H 2.01 -1.41 -2.63  0.445
H 1.64 -2.38 -1.14  0.282
H 0.17 -0.50 -2.63  0.462
H -0.50 -1.33 -1.35  0.507

SMILES   C[C@]1(c2ccccc2)C=CC[NH2+]1
Total charge   +1
Max |F|   0.0982 hartree/bohr
LUMO level   -0.1138 hartree
Relative energy (zero: lowest compared OMol25 entry of this formula, charge and spin)   51.9 kcal per mole

Among the records above, which one has the lowest max |F|?
C20H16N5PdSe

Among the records above, which one has the lowest max |F|?
C20H16N5PdSe